No. 1
The following is a DFT calculation (ωB97M-V/def2-TZVPD) of C25H47AlCl5FN4O5 as an isolated structure.

The energy above the lowest of the compared OMol25 structures with the same formula, charge and spin comes out at 0.000 eV. The largest force on an atom comes out at 1.5 eV/A. Its spin multiplicity is 1. The value obtained for the HOMO energy is -6.95 eV.

XYZ file:
```
88
Properties=species:S:1:pos:R:3:mulliken_charge:R:1
C 0.97 -6.06 2.12 -0.750
O 0.39 -4.77 1.98 -0.341
C 0.28 -4.55 0.57 -0.975
C 0.46 -3.12 0.23 0.278
C 1.25 -2.73 -0.80 -0.608
N 1.20 -1.35 -0.82 0.218
C 1.90 -0.48 -1.78 -0.449
N 3.12 0.05 -1.22 -0.512
C 0.42 -0.95 0.16 -0.247
N -0.07 -1.99 0.83 0.294
C -0.99 -2.14 1.97 -0.592
C -1.83 -0.94 2.38 -0.744
C -2.51 -0.14 1.27 -0.231
N -3.08 -0.90 0.17 0.052
C -4.49 -1.27 0.28 -0.845
C -4.67 -2.69 -0.19 0.142
C -4.46 -3.73 0.70 -0.116
C -4.62 -5.05 0.30 -0.729
C -5.01 -5.33 -1.02 -0.353
C -5.20 -4.29 -1.93 -0.432
C -5.03 -2.97 -1.52 0.540
O -5.22 -1.96 -2.43 -0.548
H 2.06 -6.00 2.02 0.267
H 0.59 -6.74 1.36 0.355
H 0.73 -6.51 3.08 0.254
H -0.64 -5.01 0.17 0.280
H 1.12 -5.07 0.10 0.716
H 1.78 -3.39 -1.47 0.565
H 2.04 -1.08 -2.68 0.365
H 1.20 0.31 -2.04 0.098
H 3.88 -0.60 -1.36 0.271
H 3.35 0.91 -1.71 0.122
H 0.23 0.09 0.39 0.507
H -0.38 -2.43 2.82 0.473
H -1.62 -3.00 1.77 0.262
H -1.25 -0.26 3.01 0.472
H -2.61 -1.33 3.04 0.354
H -3.32 0.46 1.70 0.661
H -1.81 0.60 0.89 -0.741
H -2.51 -1.67 -0.12 0.240
H -4.83 -1.18 1.32 0.501
H -5.10 -0.59 -0.32 0.372
H -4.15 -3.56 1.72 0.423
H -4.43 -5.86 0.99 0.444
H -5.18 -6.34 -1.34 0.254
H -5.47 -4.49 -2.95 0.414
H -4.37 -1.58 -2.66 0.229
O 3.31 -5.65 -0.08 -0.707
H 3.20 -4.85 0.47 0.265
C 5.50 3.01 -2.21 -0.360
O 5.03 1.94 -3.03 -0.512
H 5.01 2.93 -1.25 0.015
H 6.58 2.94 -2.07 0.308
H 5.26 3.98 -2.66 0.283
H 5.47 2.02 -3.89 0.293
C -0.96 2.00 -1.31 -0.211
O -0.80 2.50 -0.09 -0.542
H -1.47 2.64 -2.06 0.351
H -0.03 1.73 -1.87 0.021
H -1.54 1.04 -1.38 0.059
C -5.17 -1.33 -6.35 0.365
Cl -6.55 -0.23 -6.32 -0.103
Cl -5.73 -2.98 -6.07 -0.089
Cl -4.38 -1.24 -7.92 -0.097
Cl -4.02 -0.87 -5.08 -0.094
C 1.80 2.96 2.32 -0.895
C 2.56 3.79 1.28 0.107
C 3.80 4.47 1.83 -0.937
C 3.50 5.49 2.93 0.084
C 2.57 6.64 2.57 -0.195
C 3.12 7.52 1.47 -1.094
H 1.41 3.58 3.12 0.320
H 0.96 2.46 1.84 0.044
H 2.45 2.20 2.75 0.285
H 1.88 4.52 0.83 0.331
H 2.87 3.12 0.47 -0.100
H 4.34 4.97 1.02 0.379
H 4.49 3.72 2.23 0.397
H 4.47 5.92 3.25 0.028
H 3.09 4.96 3.81 0.352
H 2.39 7.27 3.47 0.209
H 1.59 6.25 2.29 0.323
H 4.10 7.95 1.76 0.214
H 2.39 8.39 1.26 0.173
H 3.24 6.98 0.54 0.369
Al 4.33 7.13 4.56 0.437
F -3.46 -6.95 -1.20 -0.601
Cl 1.26 8.75 -0.26 -0.684
```

=====

No. 2
The following is a DFT calculation (ωB97M-V/def2-TZVPD) of C25H47As3BrKN3O12 as an isolated structure.

The energy above the lowest of the compared OMol25 structures with the same formula, charge and spin comes out at 0.635 eV. The largest force on an atom comes out at 2.6 eV/A. Its spin multiplicity is 1. The value obtained for the HOMO energy is -5.38 eV. The total charge is -1.

XYZ file:
```
92
Properties=species:S:1:pos:R:3:mulliken_charge:R:1
K -0.85 -0.13 1.35 0.584
N -0.01 3.45 2.57 -0.269
N -0.70 3.64 1.37 -0.320
C -0.89 2.53 0.54 0.240
O -1.94 2.51 -0.11 -0.694
O 0.02 1.65 0.50 -0.927
H -0.62 3.07 3.30 0.070
H 0.36 4.35 2.88 0.231
H -1.57 4.17 1.43 0.279
C -1.60 1.38 5.83 -0.994
C -0.13 1.71 5.65 -0.966
As 0.71 0.68 4.14 0.819
C 1.41 -0.75 5.32 -0.653
C 0.38 -1.80 5.69 -0.996
C 2.33 1.84 4.05 -0.368
C 3.49 1.50 4.97 -1.479
H -2.07 2.05 6.56 0.390
H -1.73 0.35 6.18 0.229
H -2.13 1.47 4.88 0.155
H 0.41 1.49 6.58 0.417
H -0.02 2.78 5.46 0.494
H 1.80 -0.29 6.24 0.390
H 2.24 -1.23 4.80 0.269
H -0.50 -1.36 6.16 0.146
H 0.81 -2.53 6.38 0.391
H 0.04 -2.33 4.80 0.134
H 2.01 2.87 4.23 0.506
H 2.67 1.81 3.01 0.230
H 3.18 1.55 6.02 0.324
H 4.31 2.21 4.85 0.424
H 3.86 0.50 4.77 0.278
C -4.42 3.54 -3.26 -0.860
O -3.84 2.36 -2.75 -0.222
C -2.49 2.29 -2.87 0.071
O -1.85 3.15 -3.41 -0.583
C -1.99 1.04 -2.30 0.757
C -2.64 -0.10 -2.62 -0.295
As -3.07 0.00 -4.51 0.068
C -3.60 -1.86 -4.98 -1.188
C -1.10 -0.12 -4.80 0.672
C -0.10 0.23 -3.98 0.017
As -0.12 0.79 -1.98 1.808
C 0.70 2.54 -2.30 -1.649
C 1.27 0.40 -4.47 -0.332
O 1.57 1.15 -5.37 -0.617
O 2.28 -0.24 -3.82 -0.376
C 2.03 -1.32 -2.95 -0.315
C -1.01 -0.37 -6.25 0.075
O -1.74 0.27 -6.99 -0.605
O -0.25 -1.33 -6.78 -0.406
C 0.46 -2.22 -5.95 -0.391
C -2.25 -1.40 -2.10 0.683
O -1.61 -2.23 -2.73 -0.720
O -2.75 -1.63 -0.89 -0.374
C -2.75 -2.98 -0.42 -0.475
H -5.46 3.52 -2.96 0.254
H -4.32 3.57 -4.34 0.317
H -3.91 4.42 -2.84 0.313
H -4.64 -2.00 -4.69 0.444
H -2.99 -2.63 -4.50 0.313
H -3.53 -1.97 -6.06 0.382
H 0.66 2.80 -3.36 0.496
H 1.73 2.52 -1.96 0.437
H 0.15 3.28 -1.73 0.514
H 2.71 -2.12 -3.22 0.396
H 1.00 -1.68 -3.02 0.245
H 2.20 -1.01 -1.91 -0.191
H 0.60 -3.13 -6.53 0.392
H -0.09 -2.45 -5.03 0.126
H 1.44 -1.80 -5.70 0.186
H -2.65 -2.96 0.66 -0.136
H -1.96 -3.55 -0.90 0.348
H -3.72 -3.43 -0.68 0.304
C 4.48 -0.93 1.15 -1.818
C 3.08 -0.39 1.41 0.601
N 2.70 0.58 0.58 0.266
O 2.40 -0.79 2.34 -0.407
H 4.61 -1.15 0.10 0.438
H 4.64 -1.83 1.74 0.367
H 5.20 -0.18 1.45 0.414
H 3.23 0.80 -0.24 0.213
H 1.79 1.02 0.68 -0.064
Br -2.31 -1.96 3.02 -0.839
C 0.81 -3.54 1.30 -0.889
C 1.08 -2.97 -0.08 -0.679
O 0.44 -1.73 -0.28 1.541
H 1.32 -4.50 1.42 0.462
H -0.25 -3.69 1.46 0.243
H 1.17 -2.85 2.06 -0.034
H 0.76 -3.69 -0.86 0.344
H 2.15 -2.79 -0.21 0.338
H -0.50 -1.90 -0.20 -0.714
```

=====

No. 3
The following is a DFT calculation (ωB97M-V/def2-TZVPD) of C25H47Br2FeNO3Si2 as an isolated structure.

The energy above the lowest of the compared OMol25 structures with the same formula, charge and spin comes out at 0.000 eV. The largest force on an atom comes out at 1.6 eV/A. Its spin multiplicity is 5. Its expectation value of S² is 6.018. The value obtained for the HOMO energy (spin up / spin down) is -7.14 / -7.43 eV.

XYZ file:
```
81
Properties=species:S:1:pos:R:3:mulliken_charge:R:1
O -0.53 -1.85 0.67 0.036
O -2.85 -0.68 -3.69 -0.275
C 0.40 -2.69 -0.10 -0.290
C 0.86 -3.92 0.65 -1.383
H 1.25 -2.05 -0.34 0.424
H -0.13 -2.96 -1.02 0.303
H 1.26 -3.68 1.64 0.237
H 1.65 -4.42 0.08 0.449
H 0.07 -4.67 0.78 0.368
C -1.63 -2.63 1.28 -0.337
C -2.55 -3.19 0.22 -1.372
H -2.15 -1.94 1.94 0.302
H -1.19 -3.44 1.89 0.367
H -3.03 -2.39 -0.35 0.283
H -3.34 -3.77 0.71 0.407
H -2.03 -3.86 -0.46 0.321
C -3.91 0.28 -3.89 -0.254
C -2.76 -1.74 -4.65 -0.175
C -5.10 0.04 -2.98 -1.216
H -4.25 0.26 -4.95 0.382
H -3.46 1.26 -3.68 0.264
H -5.57 -0.93 -3.17 0.284
H -5.85 0.83 -3.16 0.389
H -4.81 0.09 -1.92 0.250
C -4.02 -2.58 -4.82 -1.209
H -1.92 -2.36 -4.31 0.278
H -2.49 -1.30 -5.63 0.282
H -4.35 -3.01 -3.86 0.262
H -3.79 -3.41 -5.50 0.399
H -4.85 -2.01 -5.25 0.317
H -0.77 0.74 -2.84 0.040
Fe 0.25 -0.36 1.92 0.398
C -0.34 1.76 -2.87 -0.603
Si 0.70 2.09 -4.41 0.329
H -1.18 2.47 -2.83 0.297
H 0.27 1.90 -1.96 0.250
C 1.51 0.48 -4.95 -0.914
C 2.04 3.37 -4.11 -0.969
C -0.41 2.70 -5.81 -1.026
C 2.17 -0.24 1.42 -0.561
Si 3.47 0.83 2.23 0.058
H 2.06 -0.08 0.32 0.473
H 2.60 -1.27 1.48 0.139
C 4.13 2.14 1.05 -1.070
C 4.85 -0.36 2.73 -1.176
C 2.98 1.73 3.82 -0.738
H 0.17 3.00 -6.69 0.316
H -1.00 3.58 -5.50 0.328
H -1.12 1.92 -6.12 0.273
H 2.28 0.17 -4.23 0.303
H 1.98 0.58 -5.93 0.300
H 0.77 -0.33 -5.01 0.249
H 2.59 3.18 -3.17 0.264
H 1.62 4.39 -4.04 0.299
H 2.78 3.38 -4.93 0.288
H 5.04 -1.08 1.93 0.336
H 4.58 -0.92 3.63 0.306
H 5.79 0.18 2.93 0.326
H 2.66 1.03 4.61 0.170
H 2.19 2.47 3.68 0.142
H 3.86 2.27 4.21 0.439
H 5.01 2.65 1.48 0.323
H 3.37 2.91 0.84 0.284
H 4.43 1.70 0.09 0.290
Br 0.91 -3.39 5.84 -0.173
C 0.43 -1.56 5.85 -0.379
C 0.44 -0.81 7.03 -0.172
C 0.17 0.55 7.02 -0.176
Br 0.22 1.51 8.67 -0.248
C -0.16 1.24 5.81 1.081
C -0.31 2.64 5.69 -0.742
C -0.48 3.18 4.44 -0.697
C -0.46 2.37 3.28 -0.366
N -0.32 1.04 3.37 -0.176
C -0.22 0.47 4.61 0.226
C 0.09 -0.94 4.62 0.402
O 0.18 -1.57 3.50 -0.395
H 0.67 -1.31 7.96 0.452
H -0.26 3.25 6.59 0.323
H -0.60 4.26 4.32 0.376
H -0.56 2.81 2.29 0.410
```

=====

No. 4
The following is a DFT calculation (ωB97M-V/def2-TZVPD) of C25H47Cl3MnO2P2 as an isolated structure.

The largest force on an atom comes out at 1.8 eV/A. Its spin multiplicity is 5. Its expectation value of S² is 6.184. The value obtained for the HOMO energy (spin up / spin down) is -3.87 / -5.34 eV. The total charge is -1.

XYZ file:
```
80
Properties=species:S:1:pos:R:3:mulliken_charge:R:1
Mn -0.05 -0.09 0.03 -0.018
Cl -1.19 0.31 -1.89 -0.472
P 1.47 -1.36 -1.43 -0.379
C 1.90 -0.53 -3.06 1.121
C 3.12 -1.92 -0.73 0.430
C 0.49 -2.87 -1.98 0.919
C 2.06 0.98 -2.93 -1.400
H 0.98 -0.74 -3.64 0.477
C 3.10 -1.17 -3.75 -1.785
H 4.04 -0.81 -3.32 0.300
H 3.08 -0.86 -4.81 0.480
H 3.10 -2.26 -3.74 0.360
H 1.08 1.48 -2.88 0.205
H 2.59 1.36 -3.81 0.501
H 2.64 1.27 -2.04 0.252
H -0.36 -2.37 -2.49 0.638
C -0.06 -3.66 -0.80 -0.654
C 1.21 -3.80 -2.94 -1.831
H 1.32 -3.38 -3.94 0.319
H 0.63 -4.73 -3.03 0.508
H 2.20 -4.08 -2.55 0.292
H 0.01 -3.10 0.14 -0.675
H 0.45 -4.62 -0.67 0.324
H -1.13 -3.87 -0.95 0.466
C 3.93 -0.71 -0.27 -1.111
H 3.64 -2.39 -1.59 0.725
C 2.97 -2.96 0.38 -1.671
H 4.25 -0.06 -1.09 0.244
H 4.81 -1.06 0.27 0.487
H 3.33 -0.11 0.43 0.027
H 2.22 -2.65 1.12 0.275
H 3.93 -3.07 0.88 0.585
H 2.69 -3.95 -0.02 0.224
Cl 1.47 0.21 1.73 -0.797
H 0.82 1.09 -0.42 0.306
P -1.72 1.46 1.05 -0.260
C -3.48 1.11 0.48 0.877
C -1.79 1.60 2.94 0.430
C -1.38 3.16 0.34 0.920
C -3.76 -0.37 0.22 -1.156
H -3.51 1.65 -0.48 0.527
C -4.54 1.65 1.43 -1.821
H -4.61 1.00 2.31 0.283
H -5.50 1.63 0.91 0.479
H -4.36 2.68 1.76 0.343
H -3.23 -0.75 -0.66 0.154
H -4.84 -0.50 0.04 0.528
H -3.47 -1.01 1.06 0.039
H -1.56 2.96 -0.73 0.540
C 0.08 3.62 0.50 -1.472
C -2.39 4.20 0.84 -1.666
H -3.39 4.03 0.42 0.293
H -2.06 5.19 0.51 0.509
H -2.46 4.21 1.93 0.266
H 0.76 2.82 0.82 0.271
H 0.15 4.44 1.22 0.420
H 0.44 3.99 -0.47 0.334
C -1.97 0.20 3.52 -0.999
H -2.68 2.21 3.16 0.710
C -0.55 2.26 3.53 -1.454
H -2.99 -0.19 3.43 0.156
H -1.70 0.19 4.58 0.523
H -1.29 -0.51 3.01 -0.247
H 0.34 1.73 3.19 0.122
H -0.60 2.16 4.62 0.537
H -0.47 3.32 3.28 0.244
Cl 0.20 -4.77 6.98 -0.251
C -0.35 -4.15 5.50 0.503
C 0.58 -3.61 4.59 -1.047
C 0.14 -3.13 3.36 0.525
C -1.22 -3.27 3.03 0.334
C -2.16 -3.73 3.95 -0.834
C -1.72 -4.20 5.19 -0.674
C -1.78 -2.77 1.73 -0.122
O -2.82 -3.29 1.29 -0.769
O -1.09 -1.81 1.21 0.027
H 1.65 -3.57 4.84 0.379
H 0.80 -2.62 2.66 0.017
H -3.21 -3.69 3.67 0.424
H -2.43 -4.61 5.90 0.385
```

=====

No. 5
The following is a DFT calculation (ωB97M-V/def2-TZVPD) of C25H47N3O32S5 as an isolated structure.

The largest force on an atom comes out at 5.5 eV/A. Its spin multiplicity is 1. The value obtained for the HOMO energy is -9.94 eV.

XYZ file:
```
112
Properties=species:S:1:pos:R:3:mulliken_charge:R:1
C -2.42 -1.00 4.59 -0.310
N -2.84 -1.77 5.82 0.914
O -3.56 -2.74 5.62 -0.536
O -2.66 -1.23 6.91 -0.584
H -1.44 -0.64 4.91 0.294
H -3.13 -0.17 4.59 0.417
H -2.34 -1.59 3.67 -0.208
C 0.13 -1.18 -3.19 -0.274
N -1.11 -1.91 -2.99 1.046
O -2.00 -1.38 -2.33 -0.518
O -1.16 -2.99 -3.51 -0.601
H 0.81 -1.69 -2.51 0.106
H -0.10 -0.19 -2.78 -0.125
H 0.60 -1.12 -4.18 0.317
C 1.07 0.22 0.76 -0.888
N 0.04 -0.16 1.81 0.899
O 0.09 0.50 2.80 -0.598
O -0.76 -1.07 1.60 -0.166
H 1.64 1.13 0.95 0.326
H 0.53 0.35 -0.17 0.041
H 1.67 -0.68 0.76 0.363
O 1.42 -3.23 -0.26 -0.517
C 0.77 -4.25 -0.06 0.256
O 1.26 -5.32 0.47 -0.388
C 0.32 -6.39 0.51 -0.466
C -0.97 -5.89 -0.17 -0.500
C -0.66 -4.48 -0.54 1.554
H 0.07 -6.61 1.55 0.190
H 0.77 -7.31 0.15 0.350
H -1.87 -6.06 0.41 0.183
H -1.09 -6.33 -1.16 0.274
H -1.43 -3.84 -0.10 -0.999
H -0.77 -4.23 -1.59 -0.012
O 0.23 5.59 3.82 -0.635
C 0.00 5.12 2.71 0.385
O 0.98 4.95 1.81 -0.350
C 0.55 4.43 0.63 0.436
C -0.78 3.78 0.94 1.209
C -1.24 4.39 2.27 -0.533
H 1.21 3.71 0.14 -0.477
H 0.36 5.07 -0.23 -0.056
H -0.52 2.73 1.08 -0.811
H -1.55 3.83 0.16 0.286
H -1.51 3.65 3.02 0.246
H -2.11 5.04 2.16 0.278
O -0.09 2.55 -1.80 0.090
C -0.16 3.48 -2.61 0.202
O -0.78 4.66 -2.30 -0.400
C -0.67 5.67 -3.27 -0.463
C 0.45 5.15 -4.17 -0.572
C 0.34 3.67 -4.07 -0.141
H -0.39 6.61 -2.78 0.334
H -1.63 5.75 -3.76 0.289
H 1.44 5.47 -3.87 0.103
H 0.50 5.48 -5.21 0.446
H 1.34 3.23 -4.14 -0.163
H -0.36 3.19 -4.75 0.462
C -4.42 0.95 -1.17 -0.186
C -2.95 1.26 -0.67 0.061
O -3.01 1.73 0.60 0.093
S -4.48 1.88 1.15 1.104
O -4.90 3.27 1.07 -0.619
O -4.59 1.19 2.42 -0.528
O -5.24 0.99 -0.03 -0.439
H -4.40 -0.09 -1.52 0.264
H -4.77 1.60 -1.96 0.368
H -2.58 2.10 -1.26 -0.098
H -2.31 0.39 -0.72 0.007
C 5.56 0.09 -1.23 -0.336
C 4.37 -0.43 -0.59 0.252
O 3.66 -1.02 -1.61 -0.279
S 3.55 -0.04 -2.90 1.057
O 2.50 0.95 -2.66 -0.214
O 3.68 -0.72 -4.19 -0.658
O 5.03 0.58 -2.48 -0.330
H 6.27 -0.72 -1.40 0.266
H 6.07 0.98 -0.85 0.268
H 3.66 0.33 -0.26 -0.353
H 4.60 -1.02 0.30 0.461
C 1.52 -3.03 3.29 0.496
C 2.45 -4.24 3.57 -0.451
O 1.45 -5.26 3.46 -0.312
S 0.09 -4.84 4.27 1.017
O 0.05 -5.17 5.76 -0.597
O -1.01 -5.33 3.43 -0.437
O 0.34 -3.21 4.04 -0.214
H 1.35 -2.92 2.22 -0.612
H 1.97 -2.10 3.65 0.472
H 2.92 -4.27 4.56 0.341
H 3.23 -4.35 2.82 0.332
C 4.52 3.58 -3.84 -0.238
C 5.81 3.48 -3.06 -0.528
O 5.53 3.28 -1.70 -0.390
S 3.96 3.92 -1.33 0.800
O 4.01 5.26 -0.79 -0.564
O 3.20 2.81 -0.73 -0.284
O 3.55 3.93 -2.92 -0.190
H 4.32 2.63 -4.34 0.176
H 4.67 4.20 -4.72 0.376
H 6.43 4.35 -3.27 0.340
H 6.49 2.70 -3.40 0.343
C -3.76 -2.35 0.55 -0.077
C -5.02 -2.16 1.42 -0.109
O -5.59 -3.45 1.61 -0.423
S -4.52 -4.61 1.06 1.032
O -4.83 -4.93 -0.33 -0.582
O -4.25 -5.67 1.99 -0.524
O -3.26 -3.54 1.00 0.246
H -3.05 -1.55 0.76 -0.262
H -3.92 -2.21 -0.52 0.190
H -5.75 -1.47 1.01 0.282
H -4.66 -1.70 2.34 0.186
```